Entry 1:
Below is C4H5NO as an isolated structure, with properties calculated with ωB97M-V with the def2-TZVPD basis set.

```
11
Properties=species:S:1:pos:R:3:forces:R:3:nbo_charge:R:1
O 0.9285 -0.4631 2.1811 -0.102 0.083 -0.603 -0.5499
C 0.6615 -0.1726 1.0303 0.093 -0.075 0.309 0.4638
C 1.2098 -0.6974 -0.2042 -0.521 -0.040 -0.170 -0.4914
C -0.3289 0.4542 -0.8961 -0.188 0.028 0.053 -0.0355
N -1.4913 0.0851 -0.2167 -0.159 -0.200 0.002 -0.5360
C -0.4138 0.7655 0.5357 0.051 0.224 0.262 -0.1801
H 0.8632 -0.1300 -1.1817 0.852 0.149 0.026 0.2559
H 1.1468 -1.7635 -0.4216 -0.083 0.106 -0.067 0.2202
H -0.3179 1.1120 -1.7682 0.090 -0.324 0.137 0.2426
H -1.5997 -0.9088 -0.0459 0.007 0.105 0.146 0.3832
H -0.6580 1.7186 0.9874 -0.039 -0.056 -0.095 0.2272
```
Positions in Å, forces in eV/Å.

The energy above the lowest of the compared OMol25 structures with the same formula, charge and spin is 526.7 kJ/mol. The total energy comes out at -7761.06781 eV. The lowest unoccupied orbital energy is 0.1253 eV. The HOMO-LUMO gap comes out at 0.333 Eh.

=====

Entry 2:
Below is C15H23N6O3PdS3 as an isolated structure, with properties calculated with ωB97M-V with the def2-TZVPD basis set.

```
51
Properties=species:S:1:pos:R:3:forces:R:3:nbo_charge:R:1
Pd -0.4419 -0.4130 -0.2393 0.053 -0.059 0.039 0.8634
N -2.4346 0.6255 -1.9411 -0.049 0.000 0.000 -0.6562
N -3.5087 -0.2338 -1.6928 0.036 0.062 -0.048 -0.4053
C -3.3482 -1.4571 -1.2013 0.000 -0.130 0.009 0.3563
N -4.4116 -2.2456 -1.1161 0.023 0.046 -0.018 -0.7331
S -1.8468 -2.1489 -0.6917 0.021 0.032 -0.017 -0.0669
H -2.5427 1.4604 -1.3746 -0.021 0.006 0.005 0.3894
H -2.4321 0.8842 -2.9227 -0.026 -0.008 0.004 0.3911
H -4.4452 0.0771 -1.9238 0.012 0.012 0.001 0.4088
H -5.3001 -2.0075 -1.5335 -0.002 0.007 0.003 0.4304
H -4.3351 -3.1522 -0.6823 0.003 0.000 0.012 0.4424
O 1.9630 3.0891 1.5409 -0.049 0.005 0.014 -0.5679
C 3.0819 2.8128 0.9197 0.053 -0.039 -0.015 0.4635
C 4.1864 3.6316 1.1618 -0.014 0.007 -0.010 -0.2961
C 5.3656 3.3699 0.5185 0.012 -0.014 -0.012 -0.0139
C 5.5112 2.2828 -0.3930 0.007 0.015 0.010 -0.2172
C 4.4652 1.4649 -0.6424 -0.007 -0.011 0.006 -0.1431
C 3.2008 1.6899 0.0058 0.012 0.023 0.019 -0.1353
C 2.0908 0.8750 -0.2090 0.009 0.069 -0.019 0.5347
O 0.9396 1.0259 0.3050 0.008 -0.002 -0.001 -0.6940
N 2.3042 -0.2170 -1.1048 0.017 -0.023 -0.052 -0.0759
N 1.2949 -0.9292 -1.3015 -0.019 0.078 0.064 -0.2195
C 1.5874 -2.0127 -2.1944 -0.043 -0.117 0.008 -0.1822
S 3.0854 -2.7619 -2.1188 -0.036 0.029 0.021 0.6230
C 2.8291 -3.7245 -3.6463 0.010 -0.007 -0.012 -0.5344
C 1.3478 -4.0110 -3.7861 -0.011 -0.001 -0.010 -0.5270
S 0.4224 -2.5198 -3.2762 0.001 0.031 0.007 0.6158
H 1.2593 2.4606 1.2908 -0.007 0.005 0.001 0.5182
H 4.0770 4.4577 1.8505 0.002 0.000 -0.002 0.2727
H 6.2192 4.0095 0.7056 -0.001 0.001 0.002 0.2586
H 6.4634 2.1228 -0.8778 -0.002 -0.001 0.001 0.2592
H 4.5640 0.6400 -1.3309 -0.001 0.000 0.004 0.2379
H 3.4107 -4.6419 -3.5622 -0.002 -0.001 0.000 0.2966
H 3.2244 -3.1209 -4.4641 0.001 0.004 0.003 0.2699
H 1.0058 -4.8184 -3.1374 0.000 0.002 0.004 0.2676
H 1.0735 -4.2355 -4.8161 0.009 -0.001 -0.002 0.2943
C -3.2511 0.6177 4.2280 -0.008 0.002 0.004 -0.4209
N -2.9637 0.8339 2.8009 0.038 -0.018 -0.011 -0.3378
C -3.7099 1.8761 2.0881 0.001 0.008 0.003 -0.4158
C -2.0450 0.1453 2.1673 -0.039 0.006 0.027 0.7017
C -1.2405 -0.8790 2.9020 0.002 0.003 0.000 -0.7136
O -1.8740 0.3851 0.9165 0.010 -0.023 -0.031 -0.6946
H -4.2334 1.0253 4.4434 -0.006 -0.009 -0.003 0.2446
H -2.5153 1.1251 4.8516 -0.005 0.008 -0.002 0.2316
H -3.2646 -0.4427 4.4640 0.005 0.002 0.001 0.2274
H -4.2513 2.4733 2.8139 0.003 0.003 0.000 0.2441
H -4.4218 1.4279 1.3950 -0.004 -0.001 0.005 0.2136
H -3.0256 2.5183 1.5386 0.002 0.002 0.001 0.2230
H -0.8656 -0.4801 3.8437 0.003 -0.004 0.000 0.2682
H -0.4029 -1.2087 2.2932 0.002 0.001 -0.002 0.2314
H -1.8615 -1.7462 3.1353 -0.002 -0.002 -0.008 0.2714
```
Positions in Å, forces in eV/Å.

The energy above the lowest of the compared OMol25 structures with the same formula, charge and spin is 10.9 kJ/mol. The total energy comes out at -66970.20973 eV. The lowest unoccupied orbital energy (spin up / spin down) is -11.6486 / -11.6540 eV. As for the net charge: +3. The HOMO-LUMO gap (spin up / spin down) comes out at 0.194 / 0.193 Eh.

=====

Entry 3:
Below is a 5-piece molecular cluster, C23H47ClN7O5 overall at a distorted geometry, with properties calculated with ωB97M-V with the def2-TZVPD basis set.

```
83
Properties=species:S:1:pos:R:3:forces:R:3:lowdin_charge:R:1
Cl 3.8592 14.1119 11.1050 0.188 0.354 0.843 0.5867
O 4.4184 15.0035 10.1276 1.201 1.474 -0.508 -0.4023
O 2.4973 14.4133 11.2572 -1.895 0.521 0.348 -0.3158
O 3.9792 12.8209 10.5247 0.460 -2.598 -0.518 -0.4022
O 4.5251 14.1740 12.3844 0.330 0.040 -0.858 -0.3279
C 5.9562 7.8444 8.8609 0.643 1.867 1.039 -0.0538
C 6.4020 7.5731 10.3141 -0.739 -2.034 -0.684 -0.1703
N 5.5750 8.1053 11.3552 -4.626 4.119 2.307 -0.0553
C 5.6043 7.8384 12.7143 -0.623 1.050 0.158 0.0316
C 4.7001 8.7142 13.3587 1.389 -2.509 0.561 0.0014
N 4.0525 9.4460 12.4442 2.891 -1.182 -2.994 -0.1004
C 4.5897 9.1042 11.2366 1.351 -1.009 -0.212 0.0355
C 2.9081 10.2519 12.6396 -2.234 0.785 -1.316 0.0093
H 6.6546 7.3725 8.1697 -0.170 0.042 0.113 0.0954
H 6.0717 8.9277 8.8266 0.171 0.288 -0.930 0.0582
H 4.9181 7.6771 8.5736 0.081 -0.676 0.470 0.0864
H 7.3993 7.9190 10.5860 0.200 -0.459 -0.701 0.1435
H 6.2277 6.5037 10.4329 1.014 -0.266 0.251 0.1394
H 6.2447 7.0400 13.0588 -0.108 0.232 0.406 0.1414
H 4.3822 8.7525 14.3902 0.288 -0.123 -0.009 0.1480
H 4.3693 9.5489 10.2773 -0.266 0.099 0.312 0.1413
H 2.0657 9.5614 12.5982 -0.260 0.098 1.253 0.1209
H 2.6528 10.7994 11.7323 0.806 0.349 -0.165 0.0857
H 2.9458 11.0050 13.4267 0.147 -0.650 0.268 0.1273
C 7.6289 13.8041 9.3773 -0.331 -0.446 -0.381 -0.0623
C 7.8465 14.7846 10.4768 -0.462 0.093 0.633 -0.2063
N 9.0542 14.4972 11.1971 3.285 -3.711 3.252 -0.0253
C 10.4216 14.7230 10.8289 -3.611 4.387 -2.981 -0.0205
C 11.1996 14.5240 11.8346 2.193 -3.213 3.029 -0.0238
N 10.5410 13.6124 12.6262 -4.014 -0.436 1.085 -0.0907
C 9.1716 13.6544 12.3374 2.755 2.520 -2.467 0.0974
C 11.0965 12.8503 13.7710 -0.103 1.845 0.288 0.0364
H 7.1313 12.8977 9.7221 0.031 0.018 0.260 0.0806
H 8.6003 13.4978 8.9892 -0.268 0.229 -0.790 0.0894
H 6.9116 14.2809 8.7092 0.373 -0.282 -0.622 0.0571
H 7.0181 14.6747 11.1766 0.016 0.507 0.169 0.1158
H 7.9237 15.8184 10.1400 -0.107 -0.051 -0.027 0.1340
H 10.6689 15.4356 10.0559 -0.398 -0.126 -0.305 0.1439
H 12.1552 14.8391 12.2269 0.344 -0.062 -1.011 0.1591
H 8.3478 13.2966 12.9373 0.154 -0.280 -0.119 0.1647
H 10.5554 13.2886 14.6095 0.108 -0.772 0.442 0.1068
H 12.1206 13.2083 13.8769 0.067 -0.465 -0.017 0.1032
H 11.0324 11.7653 13.6885 -0.107 0.311 -0.222 0.1084
C 3.3370 19.4840 9.2888 -1.612 -0.941 -0.342 -0.0390
C 3.2175 17.9752 8.9609 0.741 0.821 -0.292 -0.1502
N 3.9636 17.6440 7.7106 3.356 -0.944 -0.003 -0.0538
C 3.5461 17.9586 6.4354 1.531 -1.391 0.466 0.0157
C 4.5677 17.5472 5.5614 -0.687 -0.055 1.482 0.0372
N 5.6293 17.0392 6.3512 -3.049 0.456 0.894 -0.0951
C 5.2452 17.1142 7.6499 -2.185 0.663 -0.821 0.0160
C 6.8578 16.4411 5.8796 0.735 0.323 -0.492 0.0090
H 4.3270 19.9208 9.4203 -0.135 -0.283 -0.123 0.0912
H 2.7057 19.6098 10.1684 0.395 0.197 0.336 0.0907
H 2.7252 19.9508 8.5169 0.583 0.680 -0.158 0.0776
H 2.1856 17.7520 8.6899 -0.048 -0.088 0.467 0.1214
H 3.5636 17.3611 9.7923 0.003 -0.325 -0.392 0.1089
H 2.5201 18.2925 6.4821 0.108 0.341 -1.342 0.1410
H 4.5928 17.4425 4.4867 0.053 0.359 0.122 0.1335
H 5.7651 16.7248 8.5127 0.072 0.137 -0.106 0.1452
H 7.0376 15.4428 6.2787 -0.085 0.260 0.421 0.0923
H 7.6304 17.1674 6.1320 0.395 -0.489 -0.079 0.1136
H 6.8544 16.3073 4.7979 -0.272 0.327 0.046 0.1083
C 1.7148 12.3195 5.5286 0.124 0.010 0.370 0.0174
N 2.4038 12.4844 6.8826 0.307 -0.330 -1.316 -0.2922
C 3.4076 11.3016 7.1034 -1.777 0.396 0.121 0.0273
C 3.3152 13.6951 6.7931 -0.403 -0.420 -0.632 -0.0111
C 1.2673 12.5450 7.9908 2.518 2.141 2.161 -0.0058
C 0.8231 14.0107 8.3663 0.000 -1.098 0.952 -0.2791
O -0.0231 14.4238 7.4048 -1.328 1.279 -3.008 -0.0312
H 2.4140 12.1058 4.7201 0.292 -0.395 0.405 0.1074
H 1.2509 13.2545 5.2144 -0.426 -0.120 0.588 0.1073
H 1.0057 11.5086 5.6953 -0.073 0.203 -0.545 0.1125
H 4.0831 11.7023 7.8592 -0.144 -0.791 0.265 0.0859
H 3.9353 10.9388 6.2214 -0.015 1.017 -0.395 0.1062
H 2.7795 10.4381 7.3226 0.200 0.069 0.893 0.1052
H 3.9364 13.7982 7.6828 -0.620 0.380 0.300 0.0876
H 2.7304 14.5450 6.4413 0.035 0.169 0.704 0.1016
H 4.0045 13.4896 5.9741 -0.018 -0.274 -0.090 0.1053
H 1.8234 12.3393 8.9054 0.180 -0.690 0.066 0.1039
H 0.4717 11.8055 7.8999 0.154 0.283 -0.780 0.1452
H 1.5887 14.7482 8.6071 0.996 -0.480 -0.455 0.1053
H 0.2486 14.0884 9.2893 0.238 -1.330 0.694 0.1354
H -0.1327 15.3772 7.4328 -0.309 0.056 -0.032 0.1104
```
Positions in Å, forces in eV/Å.

The total energy comes out at -57769.08688 eV. The lowest unoccupied orbital energy is -6.7281 eV. As for the net charge: +3. The HOMO-LUMO gap comes out at 0.354 Eh.

=====

Entry 4:
Below is C5H6N2O as an isolated structure at a distorted geometry, with properties calculated with ωB97M-V with the def2-TZVPD basis set.

```
14
Properties=species:S:1:pos:R:3:forces:R:3:nbo_charge:R:1
C -1.9947 -0.7351 -1.5224 -1.570 0.298 -7.344 -0.3153
C -0.2878 0.0647 -0.2738 3.252 -3.385 2.284 0.5270
C 1.3346 1.0127 0.9070 -0.642 1.608 2.515 0.0078
C 1.0038 -0.3518 0.5959 -1.283 1.128 -2.040 -0.1602
C 1.4914 -1.5082 1.0498 -6.769 -1.636 -3.677 -0.2531
H -1.9211 0.3256 -2.1709 0.044 -2.729 1.655 0.1976
H -1.8825 -1.6734 -2.5178 -1.402 2.933 3.127 0.1907
H -3.1018 -0.5762 -1.0854 3.023 -1.221 0.277 0.2368
H 2.1185 1.3374 1.5452 0.820 0.054 0.413 0.1991
H 0.8457 -2.5194 0.9194 1.422 2.566 -0.246 0.2086
H 2.1989 -1.6931 1.6863 4.486 -0.196 3.369 0.1901
N -0.5799 1.2840 -0.1225 -1.625 -0.578 -0.556 -0.3587
N 0.3456 1.8597 0.8047 1.824 -1.149 -1.476 -0.1906
O -0.7377 -1.0126 -0.9614 -1.581 2.308 1.699 -0.4798
```
Positions in Å, forces in eV/Å.

The energy above the lowest of the compared OMol25 structures with the same formula, charge and spin is 526.5 kJ/mol. The total energy comes out at -10304.14660 eV. The lowest unoccupied orbital energy is -0.5541 eV. The HOMO-LUMO gap comes out at 0.330 Eh.